Arrangement P

This record from the OMol25 dataset describes a single C2H3N3O molecule. The level of theory is wB97M-V/def2-TZVPD.

ORCA input file:
```
! RIJCOSX wB97M-V def2-TZVPD def2/J DEFGRID3
* xyz 0 1
N 1.92852 0.21321 -0.13049
C 0.90687 0.57110 0.64001
N -0.26085 0.78683 0.11302
C -1.42659 0.30467 0.03459
N -1.65027 -1.01919 0.61421
O -1.91150 -1.89384 -0.16811
H 1.86340 -0.00918 -1.12049
H 2.84792 0.15641 0.28179
H -2.29750 0.88999 -0.26451
*
```



Arrangement Q

This record from the OMol25 dataset describes a single C2H3N3O molecule. The level of theory is wB97M-V/def2-TZVPD.

Results
SMILES: Oc1cn[nH]n1

ORCA input file:
```
! RIJCOSX wB97M-V def2-TZVPD def2/J DEFGRID3
* xyz 0 1
O -1.97538 0.07598 0.02602
C -0.61601 -0.08619 -0.02636
C 0.19249 1.08603 0.06042
N 1.40985 0.69801 -0.01551
N 1.33215 -0.63659 -0.04946
N 0.02307 -1.10281 -0.00468
H -2.30525 -0.76648 -0.11699
H -0.10061 2.06376 -0.15432
H 2.03968 -1.33170 0.28087
*
```



Arrangement R

This record from the OMol25 dataset describes a single C2H3N3O molecule. The level of theory is wB97M-V/def2-TZVPD.

ORCA input file:
```
! RIJCOSX wB97M-V def2-TZVPD def2/J DEFGRID3
* xyz 0 1
N -1.33194 0.05630 0.24634
C -0.16029 -0.39364 -0.25957
C 1.11793 0.08593 -0.20635
N 1.51580 1.05109 0.54724
N 2.05054 1.84273 1.15710
O -0.27341 -1.54131 -0.94270
H -2.18873 -0.42642 0.01831
H -1.40479 0.99784 0.59423
H 0.67489 -1.67252 -1.15459
*
```



Arrangement S

This record from the OMol25 dataset describes a molecular structure, C2H3N3O. The level of theory is wB97M-V/def2-TZVPD.

ORCA input file:
```
! RIJCOSX wB97M-V def2-TZVPD def2/J DEFGRID3
* xyz 0 1
O 1.11723 0.56212 -1.78737
C 0.49457 0.25580 -0.65212
N 0.82612 0.63213 0.53340
N -1.20763 -0.31494 1.90466
N -0.73990 -0.39316 0.77451
C -0.68222 -0.57935 -0.53178
H 1.87570 1.09887 -1.50603
H -0.36554 -0.12261 2.46952
H -1.31831 -1.13886 -1.20481
*
```



The structure with the greatest stability is arrangement Q.



Arrangement P

This record from the OMol25 dataset describes a single C2H3N3O molecule. The level of theory is wB97M-V/def2-TZVPD.

Results
SMILES: Oc1nc[nH]n1

ORCA input file:
```
! RIJCOSX wB97M-V def2-TZVPD def2/J DEFGRID3
* xyz 0 1
O 2.19365 0.36359 -0.08170
C 0.86546 0.21278 -0.03374
N 0.25610 -0.91089 -0.49126
C -1.00766 -0.67479 -0.20353
N -1.13013 0.52831 0.37049
N 0.08146 1.12832 0.49222
H 2.53976 -0.45661 -0.46041
H -1.83462 -1.34896 -0.37712
H -1.94969 0.98338 0.73872
*
```



Arrangement Q

This record from the OMol25 dataset describes a single C2H3N3O molecule. The level of theory is wB97M-V/def2-TZVPD.

Results
SMILES: Oc1cn[nH]n1

ORCA input file:
```
! RIJCOSX wB97M-V def2-TZVPD def2/J DEFGRID3
* xyz 0 1
O 2.01246 0.05992 -0.04604
C 0.67827 -0.05576 0.04957
C -0.22503 1.01626 0.04090
N -1.48676 0.67565 -0.04477
N -1.34425 -0.63975 -0.07854
N -0.08718 -1.14769 0.10984
H 2.48882 -0.72807 -0.22095
H 0.09500 2.04034 0.18433
H -2.13134 -1.22089 0.00566
*
```



The structure with the greatest stability is arrangement P.



Arrangement P

This record from the OMol25 dataset describes a molecular structure, C2H3N3O. The level of theory is wB97M-V/def2-TZVPD.

ORCA input file:
```
! RIJCOSX wB97M-V def2-TZVPD def2/J DEFGRID3
* xyz 0 1
O -0.65467 -1.08189 -1.09068
C 0.01643 -1.25886 0.55228
N -0.61892 -0.26909 1.31575
N -0.22804 0.87780 0.81272
C 0.58752 0.81091 -0.22910
N 0.79361 -0.51278 -0.49281
H -0.36441 -1.96136 -1.38467
H -0.53415 1.73484 1.26542
H 1.00263 1.66043 -0.74890
*
```



Arrangement Q

This record from the OMol25 dataset describes a single C2H3N3O molecule. The level of theory is wB97M-V/def2-TZVPD.

Results
SMILES: NC(=O)C1N=N1

ORCA input file:
```
! RIJCOSX wB97M-V def2-TZVPD def2/J DEFGRID3
* xyz 0 1
N 0.81044 -0.60633 -0.19108
C 0.41461 0.71809 -0.02626
O 1.03623 1.74108 -0.17810
C -1.06780 0.72176 0.50450
N -2.20267 0.90710 -0.33907
N -2.01079 -0.25704 0.01838
H 0.03788 -1.15484 -0.10916
H 1.53297 -0.90336 -0.77871
H -1.21144 0.89341 1.55425
*
```



The structure with the greatest stability is arrangement Q.